DFT (the ωB97M-V functional and the def2-TZVPD basis) results for a structure of composition C14H22ClI2O3P2Ti in a non-equilibrium geometry.

## Properties
Gap between HOMO and LUMO in eV: 5.2
Multiplicity: 2
Strongest force on any atom in eV/A: 8.84
Electronic energy in eV: -91420.9386
Net charge: +2
E_HOMO in eV: -14.5
Energy relative to the best compared isomer or geometry (same formula, charge and spin) in kcal per mole: 0.0
Expectation value of S²: 0.753

Geometry as XYZ:
```
45
Properties=species:S:1:pos:R:3:forces:R:3
I 2.08386 -0.32677 1.42281 0.353 -0.097 0.256
I 3.96226 0.66970 -2.18478 0.269 0.007 0.001
Ti -0.17430 -0.09984 0.34030 -3.165 -1.800 6.329
P 0.19180 -2.54444 -0.40941 0.040 -0.040 -1.447
C 1.82075 -2.96807 -1.06225 0.374 0.205 -0.217
C -0.23966 -3.91140 0.68915 -0.091 0.297 0.622
H -0.40637 -4.81441 0.09992 0.025 0.119 -0.165
H -1.05143 -3.77233 -2.05478 -0.018 0.770 -0.099
H -1.14682 -3.67155 1.24498 0.028 -0.102 0.041
H -1.95934 -2.31044 -1.49396 0.398 -0.200 -0.236
H 2.55688 -2.94389 -0.25847 -0.007 0.085 0.012
H 0.57319 -4.10564 1.39018 -0.061 0.096 0.046
C -0.96933 -2.69136 -1.80074 -0.220 -0.585 -0.016
H 1.83726 -3.97730 -1.47239 -0.234 -0.064 -0.045
H -0.59754 -2.11312 -2.66060 -0.205 -0.271 0.209
H 2.14299 -2.27061 -1.85092 -0.146 -0.144 0.284
P 0.06824 2.40057 0.96425 -0.014 0.723 -1.221
C 1.66740 3.17161 0.63867 0.356 -0.027 -0.275
C -1.11959 3.18728 -0.16447 -0.242 0.516 0.298
H -1.29389 2.45070 2.95087 0.041 0.073 0.087
H -0.62748 4.05386 2.55983 0.031 -0.025 -0.193
H 0.40830 2.83388 3.31436 -0.075 -0.109 -0.019
C -0.40786 2.98581 2.60601 -0.062 -0.575 0.364
H -2.08626 2.65607 -0.11012 0.390 0.309 -0.095
H -1.25588 4.23800 0.17812 0.010 -0.604 -0.499
H 1.63444 4.24744 0.80598 -0.238 0.078 -0.008
H 2.00559 2.99478 -0.39328 -0.129 -0.036 0.295
H -0.73269 3.15584 -1.19467 -0.220 0.116 0.317
H 2.41504 2.77109 1.32304 0.006 -0.082 -0.035
C 0.38466 0.41749 -1.46876 2.481 2.363 -8.154
O 0.70101 0.72831 -2.54404 -1.614 -1.386 4.765
Cl -8.43335 -0.75814 1.93303 -0.093 0.009 -0.042
C -6.76710 -0.62463 1.61860 1.019 -0.102 0.503
C -5.84848 -0.87126 2.66442 0.906 0.065 -0.216
C -4.45266 -0.78025 2.46643 -1.959 0.052 -0.424
C -4.00171 -0.42914 1.17523 0.403 0.004 0.016
C -4.91759 -0.17751 0.12436 -1.002 -0.186 0.612
C -6.30377 -0.27839 0.35312 1.455 0.078 -0.120
C -2.57213 -0.32635 0.92962 -0.533 0.136 -0.432
O -1.65495 -0.54087 1.80704 1.029 0.286 -0.958
O -2.12091 0.00884 -0.24970 0.686 0.001 0.035
H -6.23254 -1.14122 3.64006 0.008 0.023 -0.053
H -3.79218 -0.98084 3.30263 0.081 0.062 -0.242
H -4.59502 0.09768 -0.87447 0.191 -0.059 0.216
H -6.97950 -0.08450 -0.45893 -0.252 0.018 -0.095
```
Forces are in eV/Å.